one:
Below is a cluster of 2 separate species, C2O2S2 in total, with properties calculated with ωB97M-V/def2-TZVPD.

Summary:
- HOMO level: -0.363 hartree
- Orbital gap: 9.59 eV
- Net charge: 0

Last column: Löwdin charge in e.
CARTESIAN COORDINATES (ANGSTROEM)
C 0.151 1.801 -0.792  -0.4526
C -0.150 -1.818 0.781  -1.3904
O 0.936 1.026 -1.171  0.1782
O -0.619 2.643 -0.554  0.1878
S 0.931 -2.935 0.880  0.7314
S -1.249 -0.717 0.856  0.7456

***

two:
Below is a cluster of 2 separate species, C2O2S2 in total, with properties calculated with ωB97M-V/def2-TZVPD.

Summary:
- Structure (SMILES): O=C=S.O=C=S
- HOMO level: -0.374 hartree
- Orbital gap: 10.61 eV
- Net charge: 0

Last column: Löwdin charge in e.
CARTESIAN COORDINATES (ANGSTROEM)
C -1.760 -0.393 0.261  -0.8109
C 1.707 0.238 -0.067  -0.8487
O -1.945 -1.171 1.114  0.1113
O 0.700 -0.344 0.173  -0.0290
S 2.969 0.942 -0.604  0.8183
S -1.671 0.727 -0.878  0.7590

***

Which structure wins on stability? one wins.

***

one:
Below is a cluster of 2 separate species, CH3NO2S2 in total, with properties calculated with ωB97M-V/def2-TZVPD.

Summary:
- HOMO level (alpha / beta): -0.369 / -0.369 hartree
- Orbital gap (alpha / beta): 9.24 / 9.24 eV
- Net charge: 0

Last column: Löwdin charge in e.
CARTESIAN COORDINATES (ANGSTROEM)
C 0.030 1.788 -0.326  -0.2983
N -0.575 -2.158 0.285  -0.3055
O -0.227 0.336 1.705  -0.6599
O 1.299 -0.795 -0.678  -0.5466
S -0.979 1.097 0.664  0.8915
S 0.839 -1.583 0.513  0.8813
H -0.421 2.037 -1.272  0.0328
H 1.017 1.456 -0.254  0.0008
H -0.983 -2.178 -0.637  0.0039

***

two:
Below is a cluster of 2 separate species, CH3NO2S2 in total, with properties calculated with ωB97M-V/def2-TZVPD.

Summary:
- HOMO level: -0.367 hartree
- Orbital gap: 7.49 eV
- Net charge: 0

Last column: Löwdin charge in e.
CARTESIAN COORDINATES (ANGSTROEM)
C -0.884 0.079 -1.479  -0.5207
N 0.050 -1.024 1.169  -0.3049
O 2.109 -0.799 2.503  -0.2833
O 1.265 1.305 1.442  -0.3546
S -1.607 0.357 0.158  0.7246
S 1.164 -0.158 1.676  0.5816
H -0.618 -1.057 -1.760  0.0926
H 0.007 0.799 -1.403  0.0336
H -1.486 0.498 -2.305  0.0311

***

Which structure wins on stability? one wins.